DFT (wB97M-V/def2-TZVPD) results for a gas-phase ion, C3H8N (charge +1).

```
12
Properties=species:S:1:pos:R:3:forces:R:3
C -0.537145 0.556642 1.258645 -0.06 0.26 0.42
C 0.105623 0.123015 -0.019075 -0.23 0.67 0.50
C 0.881413 0.870767 -0.775994 -1.00 -0.16 -1.39
N -0.272427 -1.259764 -0.502162 1.06 -0.08 1.30
H -0.197232 1.569015 1.468331 -0.15 0.11 -0.22
H -0.320688 0.041775 2.196241 0.18 -0.62 -0.32
H -1.626165 0.581016 1.142438 0.08 0.04 -0.02
H 0.971107 0.608610 -1.830967 0.73 -0.20 0.24
H 1.151121 1.889393 -0.544247 0.08 -0.10 0.40
H -0.915616 -1.683518 0.174695 -0.47 0.16 -0.54
H -0.561010 -1.366935 -1.477943 -0.15 0.16 0.17
H 0.586363 -1.796844 -0.336239 -0.06 -0.22 -0.53
```
Forces are in eV/Å.

HOMO ... -15.193 eV
SMILES ... C=C(C)[NH3+]
Energy ... -4723.0897 eV
ΔE to the lowest compared entry with this formula, charge and spin ... 32.6 kJ/mol
2S+1 ... 1
Net charge ... +1
LUMO energy ... -0.143 Eh